12
Properties=species:S:1:pos:R:3:mulliken_charge:R:1 method="wB97M-V/def2-TZVPD" smiles="S=C1C=CCC1" homo_lumo_gap_ev=7.937 homo_energy_ev=-8.3 lumo_ha=-0.0127 de_lowest_kj_mol=0.0
H 0.034 2.288 -0.069 0.397
H 2.525 1.523 -0.010 0.442
C 0.424 1.256 0.011 -0.350
S -2.045 -0.018 0.001 -0.270
C -0.373 0.049 0.000 0.150
C 1.894 -0.647 -0.011 -0.583
H 2.454 -0.968 -0.857 0.315
H 0.287 -1.813 0.853 0.279
C 0.461 -1.173 0.003 -0.480
H 2.432 -0.963 0.886 0.259
H 0.284 -1.815 -0.880 0.252
C 1.710 0.853 0.009 -0.412

***

12
Properties=species:S:1:pos:R:3:mulliken_charge:R:1 method="wB97M-V/def2-TZVPD" smiles="C=C1C=CCS1" homo_lumo_gap_ev=9.017 homo_energy_ev=-8.1 lumo_ha=0.0349 de_lowest_kj_mol=22.4
C 2.265 -0.365 0.036 -0.871
H 2.743 0.581 0.064 0.241
H -2.348 -0.740 -0.898 0.301
H -1.867 1.595 -0.020 0.368
H 2.807 -1.273 0.018 0.295
H -2.276 -0.889 0.952 0.287
H 0.634 1.951 -0.041 0.294
C -1.139 0.796 0.024 -0.310
C 0.911 -0.284 -0.092 0.636
C -1.694 -0.630 0.003 -0.490
C 0.141 0.960 -0.027 -0.594
S -0.176 -1.702 -0.018 -0.158

***

12
Properties=species:S:1:pos:R:3:mulliken_charge:R:1 method="wB97M-V/def2-TZVPD" homo_lumo_gap_ev="7.454 / 7.779" spin_multiplicity=3 homo_energy_ev="-6.5 / -9.1" s_squared=2.038 lumo_ha="0.0335 / -0.0482" de_lowest_kj_mol=0.0
C 1.060 -1.936 1.125 -0.035
H -0.647 1.079 -0.613 0.299
C 1.616 -0.649 0.864 -0.440
S -0.584 -2.118 0.985 -0.165
C -0.351 0.070 -0.602 -0.636
H 1.729 0.799 -0.637 0.321
H -1.112 0.267 1.410 0.360
C -1.247 -0.471 0.541 -0.453
H -0.442 -0.241 -1.628 0.350
C 1.086 0.041 -0.165 -0.227
H 2.651 -0.564 1.224 0.335
H -2.218 -0.552 -0.089 0.291

***

12
Properties=species:S:1:pos:R:3:mulliken_charge:R:1 method="wB97M-V/def2-TZVPD" homo_lumo_gap_ev="7.308 / 6.981" spin_multiplicity=3 homo_energy_ev="-6.3 / -10.3" s_squared=2.018 lumo_ha="0.0365 / -0.1226" de_lowest_kj_mol=18.3
H 3.137 1.755 -0.972 0.295
H -0.575 0.479 2.288 -0.038
Si -0.743 0.247 0.800 -0.023
C 3.163 0.961 -0.197 -0.096
H 0.906 -1.233 -0.291 0.256
C -1.782 2.742 -0.404 0.340
H -2.224 3.474 -0.997 0.413
H -0.579 -0.686 -1.260 0.243
H -0.690 -2.109 -0.132 0.299
C -1.391 1.683 0.012 -0.683
C 2.752 0.391 0.799 -0.208
C -0.182 -1.127 -0.319 -0.797

***

17
Properties=species:S:1:pos:R:3:mulliken_charge:R:1 method="wB97M-V/def2-TZVPD" homo_lumo_gap_ev="5.238 / 8.970" spin_multiplicity=2 homo_energy_ev="-10.6 / -14.3" s_squared=0.756 lumo_ha="-0.1953 / -0.1956" de_lowest_kj_mol=0.0 total_charge=+1
C -2.687 0.613 0.218 0.224
O 2.691 -0.579 -1.902 -0.335
Ag -0.380 3.307 -0.232 0.857
H -2.137 0.010 -0.532 0.322
H 2.031 -1.818 0.760 0.232
O 1.383 1.660 -1.282 -0.461
C 1.986 0.680 -0.929 0.678
H -3.503 -0.975 1.331 0.303
H -4.560 -0.332 0.078 0.297
O -2.341 1.764 0.432 -0.429
H 3.556 -0.917 1.092 0.272
C -3.848 -0.038 0.865 -0.928
H 4.215 -1.758 -1.169 0.335
O 1.992 0.180 0.280 -0.316
C 3.207 -1.360 -0.999 -0.194
H -4.328 0.613 1.603 0.294
C 2.722 -1.050 0.386 -0.150

***

17
Properties=species:S:1:pos:R:3:mulliken_charge:R:1 method="wB97M-V/def2-TZVPD" homo_lumo_gap_ev="5.912 / 5.909" homo_energy_ev="-7.0 / -7.0" lumo_ha="-0.0400 / -0.0401" de_lowest_kj_mol=373.7
H -1.058 -1.020 -0.951 0.444
H 2.250 -0.062 2.280 0.267
C 2.831 0.788 -0.221 -0.058
C -2.490 0.612 -0.413 -0.288
O 1.434 -0.140 1.930 -0.626
O 2.990 1.689 -0.996 -0.464
H -0.639 0.444 -1.679 0.296
H 3.836 0.324 0.018 0.260
C -2.269 1.366 0.673 -0.607
C -0.368 0.403 0.362 0.340
O -0.995 1.298 1.075 -0.237
H -3.421 0.574 -0.997 0.350
B 1.156 -0.107 0.521 0.422
O 1.453 -1.269 -0.335 -0.625
H -2.913 1.948 1.144 0.607
C -1.228 -0.018 -0.749 -0.369
H 1.891 -1.995 0.239 0.287

***

13
Properties=species:S:1:pos:R:3:mulliken_charge:R:1 method="wB97M-V/def2-TZVPD" smiles="CC1(C)C=C1Br" homo_lumo_gap_ev=9.678 homo_energy_ev=-8.8 lumo_ha=0.0311 de_lowest_kj_mol=200.0
C -1.412 0.166 1.487 -0.400
C 0.173 -1.356 -0.182 -1.168
H 1.055 -1.317 0.430 0.338
C -0.030 1.403 -0.381 -1.298
H -0.077 1.456 -1.466 0.319
H -0.486 2.302 0.036 0.371
H 1.017 1.381 -0.082 0.337
C -2.180 0.088 0.433 -0.255
H 0.409 -1.364 -1.236 0.356
H -1.288 0.158 2.543 0.387
H -0.493 -2.159 0.085 0.332
C -0.735 0.186 0.137 0.808
Br -3.908 -0.009 -0.230 -0.128

***

13
Properties=species:S:1:pos:R:3:mulliken_charge:R:1 method="wB97M-V/def2-TZVPD" homo_lumo_gap_ev=7.523 homo_energy_ev=-8.4 lumo_ha=-0.0327 de_lowest_kj_mol=277.6
H 1.012 -1.733 -1.267 0.310
H 1.905 1.199 -0.737 0.278
H 1.487 -1.673 0.281 0.311
H 0.636 2.125 0.461 0.302
C 0.207 0.020 0.007 0.989
C -1.113 0.354 0.231 -0.246
H 1.757 0.981 1.031 0.335
Br -3.931 0.097 -0.114 -0.169
H -1.294 1.398 0.593 0.232
C -2.138 -0.620 -0.160 -0.546
C 1.168 1.148 0.181 -1.112
C 0.654 -1.393 -0.309 -1.085
H -0.350 -1.903 -0.199 0.400

***

18
Properties=species:S:1:pos:R:3:mulliken_charge:R:1 method="wB97M-V/def2-TZVPD" homo_lumo_gap_ev="6.158 / 7.857" spin_multiplicity=3 homo_energy_ev="-11.4 / -14.2" s_squared=2.026 lumo_ha="-0.1933 / -0.2333" de_lowest_kj_mol=0.0 total_charge=+1
O -0.664 -0.203 0.624 -0.580
Br 3.893 1.308 -0.312 -0.145
C 2.047 -1.598 1.061 -0.171
C -3.288 -0.119 0.222 -0.593
H -3.026 -1.210 0.137 0.283
H -0.474 1.573 -2.235 0.345
H -4.260 0.128 -0.061 0.261
O -2.420 0.599 -0.566 -0.348
N 2.066 -0.292 0.912 -0.011
H 2.486 0.088 1.758 0.293
H 2.012 -2.087 2.029 0.425
C 1.966 0.605 -0.099 0.317
Br 1.183 -2.753 -0.235 -0.006
H -3.088 -0.031 1.328 0.270
C -1.107 0.527 -0.275 0.923
N 1.142 0.880 -1.124 -0.120
H 1.715 1.392 -1.947 0.342
C -0.184 1.194 -1.217 -0.487

***

17
Properties=species:S:1:pos:R:3:mulliken_charge:R:1 method="wB97M-V/def2-TZVPD" homo_lumo_gap_ev="6.362 / 6.033" homo_energy_ev="-11.7 / -11.5" lumo_ha="-0.1973 / -0.2026" de_lowest_kj_mol=667.6 total_charge=+1
C -1.490 0.464 1.488 -0.135
C 2.577 -0.117 -0.393 0.852
H -1.695 -1.337 0.484 0.381
O 2.724 1.003 0.119 -0.559
H 4.172 -0.844 0.293 0.392
H -3.176 -0.588 0.585 0.365
C -0.781 -0.192 -1.484 -0.632
O 3.526 -1.017 -0.406 -0.395
C -2.128 -0.328 0.386 -0.840
H -2.525 0.983 0.559 0.242
Cd 0.983 2.025 0.262 0.713
H -0.697 -1.186 -1.936 0.356
O 1.444 -0.600 -0.801 -0.264
C 0.339 0.373 -0.846 0.464
O -0.234 0.745 1.199 -0.632
H -1.645 0.078 2.507 0.390
H -1.396 0.539 -2.017 0.301

***

13
Properties=species:S:1:pos:R:3:mulliken_charge:R:1 method="wB97M-V/def2-TZVPD" smiles="C=C/C(C)=C/Cl" homo_lumo_gap_ev=9.773 homo_energy_ev=-8.8 lumo_ha=0.0349 de_lowest_kj_mol=155.0
H 0.950 -1.795 -0.317 0.376
H -0.845 -1.541 1.141 0.345
C 0.485 1.604 0.200 -1.116
H -1.643 0.050 -1.424 0.344
C 0.223 0.175 -0.321 0.556
C 1.235 -0.748 -0.338 -0.472
H 0.851 1.782 1.262 0.269
C -1.516 -1.269 0.391 -0.820
H -0.366 2.250 0.055 0.349
H 1.297 2.026 -0.500 0.313
C -1.096 -0.313 -0.553 -0.246
Cl 2.945 -0.596 -0.018 -0.182
H -2.520 -1.626 0.421 0.283

***

15
Properties=species:S:1:pos:R:3:mulliken_charge:R:1 method="wB97M-V/def2-TZVPD" homo_lumo_gap_ev=9.799 homo_energy_ev=-9.3 lumo_ha=0.0189 de_lowest_kj_mol=418.3
N -0.507 0.684 2.319 -0.474
H -1.993 1.045 0.755 0.366
H -0.201 2.268 0.504 0.233
H -1.063 1.413 3.066 0.275
Cl 0.517 -1.596 0.811 -0.192
Cl 1.190 0.245 -1.973 -0.142
C 0.350 1.300 1.177 -0.488
H -2.049 -0.793 1.441 0.268
H -1.454 0.583 -2.755 0.319
C -0.172 -0.120 0.412 0.815
C -0.237 0.046 -1.109 0.105
H -2.529 0.317 -1.193 0.233
C -1.489 0.456 -1.693 -0.835
C -1.404 0.226 1.264 -0.736
H 1.537 1.910 1.389 0.252